Record 1
Formula: C16H33AsBr3F12NNiO21S7
Source: the Open Molecules 2025 dataset
Level of theory: the ωB97M-V functional and the def2-TZVPD basis

Kohn-Sham gap (alpha / beta): 9.6 / 8.3 eV
Net charge: 0
<S²>: 2.00
Spin multiplicity: 3
LUMO (alpha / beta): -0.01914 / -0.06854 Ha
Max |F|: 4.7 eV Å⁻¹

Positions of all 95 atoms, in Å:
Ni: -2.034 1.427 0.276
C: 0.637 4.935 0.231
F: -0.162 5.701 -0.480
F: 1.147 4.094 -0.624
F: 1.610 5.740 0.781
S: -0.363 3.913 1.637
O: 0.468 2.737 2.004
O: -0.521 4.801 2.775
N: -1.833 3.337 0.809
S: -2.830 4.583 0.995
O: -3.824 4.150 1.946
O: -2.366 5.950 1.225
C: -3.590 4.530 -0.837
F: -4.137 3.299 -1.128
F: -4.498 5.465 -1.036
F: -2.525 4.759 -1.678
As: 1.331 -0.055 -0.557
F: 2.966 -0.946 -0.675
F: 0.365 -1.540 -0.834
F: -0.282 0.928 -0.423
F: 2.109 1.480 -0.038
F: 1.345 0.186 -2.286
F: 1.199 -0.528 1.127
O: -3.403 -0.674 -2.887
S: -2.948 0.719 -2.924
O: -2.773 1.382 -1.612
O: -1.418 0.799 -3.662
C: -1.320 0.056 -4.924
C: -0.448 -1.124 -4.622
C: -3.798 1.907 -4.177
H: -0.688 0.838 -5.346
H: -2.226 0.006 -5.529
H: 0.496 -0.666 -4.330
H: -0.199 -1.714 -5.504
H: -0.899 -1.812 -3.906
H: -4.756 2.195 -3.745
H: -3.975 1.369 -5.108
H: -3.360 2.887 -4.367
O: -2.780 0.331 4.659
S: -1.807 1.057 3.844
O: -1.868 1.090 2.398
O: -1.837 2.641 4.400
C: -1.876 2.819 5.883
C: -1.876 4.289 6.129
C: -0.170 0.565 4.359
H: -1.120 2.267 6.440
H: -2.779 2.358 6.283
H: -0.863 4.664 6.277
H: -2.285 4.601 7.090
H: -2.555 4.841 5.479
H: 0.072 -0.291 3.728
H: -0.208 0.268 5.407
H: 0.559 1.315 4.055
O: -4.253 -2.426 0.982
S: -2.965 -2.004 0.480
O: -2.574 -0.589 0.254
O: -1.912 -2.364 1.690
C: -1.870 -3.665 2.200
C: -1.637 -3.544 3.688
C: -2.423 -2.984 -0.969
H: -1.230 -4.227 1.520
H: -2.766 -4.282 2.136
H: -2.200 -2.705 4.097
H: -0.609 -3.247 3.898
H: -2.175 -4.324 4.225
H: -1.851 -3.850 -0.637
H: -1.812 -2.296 -1.553
H: -3.392 -3.156 -1.437
C: 4.360 0.726 2.781
Br: 3.330 2.244 3.613
Br: 5.251 -0.294 4.319
Br: 5.726 1.507 1.649
H: 3.692 0.061 2.233
C: 5.064 -0.561 -2.786
C: 5.811 -0.623 -1.412
O: 6.683 -1.766 -1.402
S: 6.505 -2.650 -2.716
O: 5.376 -3.552 -2.587
O: 7.827 -3.077 -3.248
O: 5.974 -1.280 -3.565
H: 4.914 0.396 -3.287
H: 4.062 -0.978 -2.885
H: 5.305 -0.804 -0.464
H: 6.456 0.246 -1.281
C: 2.541 -5.014 -2.580
C: 1.853 -3.582 -2.696
O: 0.431 -3.884 -2.754
S: 0.139 -5.407 -2.021
O: -0.984 -6.172 -2.547
O: 0.323 -5.263 -0.616
O: 1.518 -5.964 -2.697
H: 3.084 -5.128 -1.642
H: 3.239 -5.259 -3.381
H: 2.001 -3.273 -3.731
H: 2.080 -2.911 -1.868

Record 2
Formula: C35H57F3O24P
Source: the Open Molecules 2025 dataset
Level of theory: the ωB97M-V functional and the def2-TZVPD basis

Kohn-Sham gap: 6.3 eV
Net charge: -1
Spin multiplicity: 1
LUMO: 0.05046 Ha
Max |F|: 6.1 eV Å⁻¹

Positions of all 120 atoms, in Å:
C: 4.134 -3.018 3.005
P: 2.665 -2.098 2.229
O: 3.406 -1.017 1.073
C: 1.608 -3.252 1.176
C: 0.541 -2.684 0.399
C: 0.149 -1.140 0.391
C: -1.433 -0.852 0.318
O: -1.725 0.309 -0.506
C: -2.064 -0.549 1.788
F: -3.447 -0.235 1.618
F: -2.045 -1.764 2.557
F: -1.413 0.508 2.469
C: -0.296 -3.726 -0.520
O: -0.617 -3.361 -1.682
C: -0.601 -5.137 0.143
C: 0.450 -5.703 0.944
C: 0.193 -7.137 1.601
O: -0.305 -8.033 0.820
O: 0.442 -7.380 2.928
C: 1.815 -4.857 1.078
O: 2.935 -5.419 1.065
H: 3.979 -4.143 3.113
H: 4.292 -2.536 4.044
H: 5.076 -2.755 2.387
H: 3.856 -1.621 0.426
H: 0.537 -0.557 1.313
H: 0.669 -0.650 -0.517
H: -2.055 -1.707 -0.106
H: -1.175 1.077 -0.234
H: -1.606 -5.641 -0.019
C: 0.613 7.304 -1.856
C: 0.049 6.156 -2.672
O: -0.133 4.985 -1.867
C: -1.192 5.011 -1.041
O: -1.989 5.911 -0.929
O: -1.199 3.866 -0.337
C: -2.220 3.812 0.661
H: 1.533 7.000 -1.350
H: 0.825 8.164 -2.494
H: -0.086 7.621 -1.077
H: 0.762 5.888 -3.455
H: -0.887 6.432 -3.167
H: -3.206 4.003 0.232
H: -2.000 4.528 1.457
H: -2.220 2.809 1.089
C: 1.537 -6.062 -4.556
C: 1.994 -4.880 -3.721
O: 3.251 -4.366 -4.188
C: 3.198 -3.641 -5.313
O: 2.204 -3.379 -5.949
O: 4.453 -3.269 -5.630
C: 4.550 -2.579 -6.874
H: 2.314 -6.831 -4.589
H: 0.625 -6.496 -4.143
H: 1.339 -5.768 -5.590
H: 2.153 -5.208 -2.691
H: 1.240 -4.087 -3.695
H: 3.877 -1.720 -6.905
H: 4.337 -3.265 -7.698
H: 5.574 -2.220 -6.978
C: -6.952 7.896 3.778
C: -7.733 7.947 2.478
O: -6.938 8.485 1.414
C: -6.011 7.654 0.908
O: -5.803 6.518 1.259
O: -5.334 8.316 -0.046
C: -4.240 7.578 -0.593
H: -6.546 8.882 4.021
H: -7.590 7.563 4.599
H: -6.103 7.213 3.707
H: -8.588 8.617 2.598
H: -8.127 6.965 2.204
H: -4.565 6.603 -0.962
H: -3.456 7.464 0.157
H: -3.837 8.146 -1.432
C: 2.352 8.470 4.601
C: 2.306 7.292 3.646
O: 1.167 6.461 3.897
C: -0.010 6.946 3.467
O: -0.183 7.993 2.891
O: -0.971 6.070 3.809
C: -2.292 6.518 3.506
H: 2.310 8.125 5.638
H: 3.265 9.050 4.456
H: 1.498 9.136 4.455
H: 3.188 6.667 3.803
H: 2.322 7.617 2.601
H: -2.384 6.796 2.453
H: -2.558 7.358 4.151
H: -2.981 5.696 3.706
C: 2.259 -6.638 8.550
C: 3.425 -6.794 7.592
O: 3.857 -5.524 7.086
C: 4.568 -4.770 7.938
O: 4.879 -5.064 9.067
O: 4.858 -3.609 7.321
C: 5.522 -2.663 8.155
H: 1.446 -6.082 8.077
H: 1.885 -7.614 8.865
H: 2.548 -6.079 9.443
H: 3.105 -7.381 6.729
H: 4.261 -7.327 8.055
H: 6.420 -3.092 8.604
H: 4.838 -2.305 8.928
H: 5.816 -1.817 7.533
C: -2.742 -6.579 -11.192
C: -2.442 -7.183 -9.832
O: -1.233 -6.650 -9.281
C: -1.323 -5.402 -8.786
O: -2.316 -4.716 -8.760
O: -0.107 -5.040 -8.344
C: -0.036 -3.687 -7.889
H: -1.888 -6.705 -11.864
H: -3.618 -7.052 -11.639
H: -2.932 -5.506 -11.119
H: -2.286 -8.259 -9.943
H: -3.275 -7.046 -9.136
H: -0.794 -3.484 -7.130
H: -0.146 -3.004 -8.736
H: 0.949 -3.534 -7.444

Record 3
Formula: C3H10NO3P
Source: the Open Molecules 2025 dataset
Level of theory: the ωB97M-V functional and the def2-TZVPD basis

Kohn-Sham gap (alpha / beta): 6.6 / 6.7 eV
Net charge: 0
<S²>: 2.01
Spin multiplicity: 3
LUMO (alpha / beta): 0.03006 / -0.10055 Ha
Max |F|: 5.4 eV Å⁻¹

Positions of all 18 atoms, in Å:
C: -1.363 -0.936 -0.633
C: -2.449 -0.210 0.246
C: -2.115 1.147 0.587
N: -0.857 1.359 0.635
O: 2.426 -1.084 0.847
O: 4.152 -0.309 -0.952
O: 2.146 0.817 -0.722
P: 3.346 0.271 0.228
H: -0.399 -0.770 -0.140
H: -1.555 -2.069 -0.852
H: -1.289 -0.615 -1.725
H: -2.493 -0.757 1.217
H: -3.525 -0.293 -0.190
H: -2.819 1.841 0.734
H: -0.484 2.240 0.984
H: 2.449 -1.215 1.806
H: 3.563 -0.522 -1.766
H: 1.267 1.104 -0.304

Record 4
Formula: C4H6O2
Source: the Open Molecules 2025 dataset
Level of theory: the ωB97M-V functional and the def2-TZVPD basis

Kohn-Sham gap: 10.9 eV
Net charge: 0
Spin multiplicity: 1
SMILES string: O=CC1(O)CC1
LUMO: 0.03454 Ha
Energy relative to the best compared isomer or geometry (same formula, charge and spin): 158.4 kJ/mol
Max |F|: 0.5 eV Å⁻¹

Positions of all 12 atoms, in Å:
O: -1.648 1.745 0.684
C: -0.615 1.301 0.244
C: -0.400 -0.136 -0.081
O: -1.539 -0.896 -0.281
C: 0.852 -0.339 -0.873
C: 0.839 -0.705 0.583
H: 0.287 1.928 0.028
H: -2.208 -0.541 0.326
H: 1.346 0.597 -1.138
H: 0.914 -1.112 -1.630
H: 1.365 -0.082 1.300
H: 0.808 -1.761 0.838

Record 5
Formula: C38H27IN2O7P
Source: the Open Molecules 2025 dataset
Level of theory: the ωB97M-V functional and the def2-TZVPD basis

Kohn-Sham gap: 6.1 eV
Net charge: +1
Spin multiplicity: 1
LUMO: -0.16980 Ha
Max |F|: 2.1 eV Å⁻¹

Positions of all 76 atoms, in Å:
N: 6.672 -6.517 -4.002
C: 6.815 -5.147 -4.246
C: 8.028 -4.644 -4.645
C: 8.221 -3.291 -4.907
C: 9.573 -2.741 -5.376
O: 10.468 -3.830 -5.587
O: 11.213 -3.922 -4.373
C: 7.214 -2.388 -4.747
C: 5.966 -2.857 -4.332
C: 4.897 -1.985 -4.158
N: 3.723 -2.398 -3.741
C: 3.501 -3.718 -3.472
P: 1.800 -4.181 -2.833
O: 2.039 -4.092 -1.199
I: 1.411 -6.527 -3.395
C: 4.466 -4.642 -3.629
C: 5.753 -4.233 -4.079
H: 7.282 -7.040 -4.619
H: 5.708 -6.800 -4.124
H: 8.858 -5.334 -4.767
H: 9.451 -2.256 -6.351
H: 10.010 -2.057 -4.646
H: 11.306 -4.877 -4.241
H: 7.377 -1.329 -4.931
H: 5.061 -0.934 -4.386
H: 2.974 -1.722 -3.615
H: 2.965 -4.341 -1.039
H: 4.209 -5.671 -3.400
C: -2.510 -2.482 -1.211
C: -1.131 -2.622 -1.084
C: -0.497 -2.238 0.086
C: -1.236 -1.700 1.131
C: -2.616 -1.538 0.996
C: -3.250 -1.941 -0.173
C: -3.418 -0.920 2.090
O: -4.617 -0.783 1.975
C: -2.713 -0.467 3.318
C: -3.434 0.165 4.324
C: -2.793 0.582 5.478
C: -1.428 0.361 5.638
C: -0.703 -0.264 4.637
C: -1.338 -0.671 3.470
C: -0.541 -1.308 2.389
O: 0.651 -1.500 2.520
H: -3.005 -2.792 -2.122
H: -0.548 -3.034 -1.899
H: 0.573 -2.352 0.186
H: -4.321 -1.827 -0.272
H: -4.495 0.335 4.203
H: -3.356 1.079 6.257
H: -0.931 0.681 6.544
H: 0.359 -0.431 4.760
C: -6.615 2.561 0.795
C: -6.750 3.512 -0.212
C: -6.374 4.825 0.015
C: -5.870 5.197 1.256
C: -5.756 4.248 2.273
C: -6.120 2.929 2.035
C: -5.264 4.634 3.624
O: -5.160 3.807 4.507
C: -4.909 6.059 3.869
C: -4.501 6.452 5.138
C: -4.155 7.772 5.376
C: -4.207 8.704 4.344
C: -4.618 8.319 3.079
C: -4.979 6.999 2.838
C: -5.452 6.608 1.482
O: -5.499 7.421 0.582
H: -6.900 1.533 0.613
H: -7.149 3.225 -1.177
H: -6.474 5.563 -0.769
H: -6.020 2.190 2.818
H: -4.457 5.727 5.939
H: -3.843 8.077 6.366
H: -3.931 9.734 4.531
H: -4.663 9.045 2.278

Record 6
Formula: C50H69AsN3O5P2Si2TeZr
Source: the Open Molecules 2025 dataset
Level of theory: the ωB97M-V functional and the def2-TZVPD basis

Kohn-Sham gap: 6.5 eV
Net charge: +3
Spin multiplicity: 1
LUMO: -0.28956 Ha
Energy relative to the best compared isomer or geometry (same formula, charge and spin): 104.0 kJ/mol
Max |F|: 2.0 eV Å⁻¹

Positions of all 134 atoms, in Å:
Zr: -0.314 -0.419 -0.279
O: 1.289 0.013 1.369
C: 2.336 -0.215 2.357
C: 3.112 -1.462 2.036
C: 2.204 -2.703 1.919
C: 1.992 -3.152 0.499
C: 2.539 -4.367 0.102
C: 2.450 -4.787 -1.211
C: 1.839 -3.947 -2.128
C: 1.320 -2.763 -1.667
N: 1.351 -2.355 -0.383
H: 1.803 0.169 0.555
H: 1.828 -0.291 3.315
H: 2.963 0.674 2.375
H: 3.852 -1.601 2.827
H: 3.677 -1.316 1.110
H: 1.248 -2.498 2.393
H: 2.641 -3.534 2.469
H: 3.046 -4.976 0.841
H: 2.864 -5.740 -1.516
H: 1.760 -4.203 -3.176
H: 0.868 -2.084 -2.383
O: -1.220 -2.000 -1.159
N: -2.525 -2.122 -1.301
N: -3.091 -1.072 -0.948
O: -2.376 -0.099 -0.467
C: -4.534 -0.881 -1.083
C: -5.292 -1.839 -1.738
C: -6.655 -1.627 -1.832
C: -7.228 -0.484 -1.283
C: -6.441 0.456 -0.631
C: -5.072 0.263 -0.522
H: -4.835 -2.723 -2.161
H: -7.273 -2.359 -2.335
H: -8.296 -0.327 -1.367
H: -6.892 1.340 -0.200
H: -4.441 0.975 -0.009
O: 1.623 0.204 -1.228
P: 2.543 1.374 -1.664
C: 1.490 2.669 -2.409
P: -0.181 2.034 -2.571
O: -0.580 1.586 -1.142
C: -0.091 0.629 -3.680
C: 0.921 0.485 -4.631
C: 0.921 -0.614 -5.479
C: -0.088 -1.570 -5.391
C: -1.111 -1.419 -4.465
C: -1.112 -0.322 -3.619
C: -1.213 3.223 -3.379
C: -0.957 4.588 -3.188
C: -1.704 5.539 -3.861
C: -2.712 5.138 -4.727
C: -2.971 3.788 -4.927
C: -2.221 2.827 -4.269
C: 3.735 0.831 -2.838
C: 4.567 1.777 -3.452
C: 5.509 1.357 -4.375
C: 5.621 0.003 -4.681
C: 4.797 -0.933 -4.069
C: 3.847 -0.523 -3.145
C: 3.372 2.091 -0.274
C: 4.753 1.939 -0.112
C: 5.379 2.497 0.995
C: 4.634 3.202 1.930
C: 3.255 3.338 1.780
C: 2.620 2.784 0.683
H: 1.885 3.007 -3.368
H: 1.462 3.521 -1.726
H: 1.710 1.219 -4.732
H: 1.706 -0.721 -6.217
H: -0.084 -2.423 -6.059
H: -1.913 -2.145 -4.414
H: -1.943 -0.176 -2.938
H: -0.171 4.916 -2.525
H: -1.494 6.592 -3.719
H: -3.289 5.882 -5.262
H: -3.750 3.481 -5.613
H: -2.421 1.784 -4.465
H: 4.491 2.833 -3.210
H: 6.160 2.078 -4.852
H: 6.360 -0.322 -5.402
H: 4.899 -1.983 -4.312
H: 3.201 -1.246 -2.664
H: 5.338 1.400 -0.845
H: 6.448 2.388 1.120
H: 5.129 3.652 2.782
H: 2.680 3.884 2.518
H: 1.542 2.874 0.591
C: -1.242 -3.875 1.514
As: -1.340 -1.971 1.850
C: -3.254 -1.843 2.103
C: -0.780 -1.858 3.696
H: -1.829 -4.369 2.285
H: -0.216 -4.229 1.552
H: -1.657 -4.099 0.535
H: -3.482 -2.422 2.996
H: -3.791 -2.278 1.263
H: -3.546 -0.805 2.241
H: -0.644 -2.874 4.060
H: -1.575 -1.372 4.252
H: 0.139 -1.299 3.834
C: -0.778 5.110 3.434
Si: -1.589 5.023 1.775
C: -2.917 6.295 1.630
C: -0.286 5.247 0.459
C: -2.447 3.376 1.432
Te: -1.415 1.586 1.923
C: -1.263 1.734 4.040
Si: -2.845 1.742 5.101
C: -3.238 0.015 5.644
C: -2.420 2.787 6.559
C: -4.310 2.413 4.188
H: -0.372 6.119 3.556
H: 0.052 4.403 3.529
H: -1.476 4.942 4.260
H: -2.507 7.306 1.720
H: -3.661 6.170 2.424
H: -3.436 6.225 0.669
H: 0.709 5.404 0.887
H: -0.515 6.117 -0.165
H: -0.264 4.359 -0.176
H: -2.629 3.297 0.353
H: -3.415 3.313 1.928
H: -0.681 2.639 4.218
H: -0.629 0.895 4.342
H: -2.378 -0.487 6.097
H: -3.629 -0.603 4.829
H: -4.020 0.061 6.410
H: -1.529 2.409 7.070
H: -3.242 2.780 7.282
H: -2.234 3.828 6.278
H: -4.454 1.911 3.225
H: -4.241 3.492 4.019
H: -5.209 2.239 4.787